1.
The following is a DFT calculation (wB97M-V/def2-TZVPD) of 7 unconnected molecules or ions with the total composition C15H44F3N3O11S at a distorted geometry.

The geometry in ORCA input format:
```
! RIJCOSX wB97M-V def2-TZVPD def2/J DEFGRID3
* xyz 1 2
N 2.32 0.36 3.69
H 2.73 0.89 4.44
H 2.43 -0.56 4.09
H 3.00 0.55 2.96
H 1.39 0.64 3.43
C 0.17 -1.36 -1.04
F -0.98 -1.90 -1.47
F 1.04 -2.31 -0.62
F 0.76 -0.77 -2.06
S -0.10 -0.13 0.43
O 1.20 0.33 0.87
O -0.88 0.86 -0.39
O -0.86 -0.84 1.39
C -2.44 1.89 2.99
C -0.98 2.44 2.87
O -0.09 1.72 3.67
O -2.63 0.47 2.64
H -2.97 2.49 2.26
H -2.92 1.91 3.97
H -1.16 3.43 3.29
H -0.65 2.59 1.84
H 0.42 2.26 4.28
H -1.86 -0.03 2.36
C 5.39 -1.10 -1.82
C 4.12 -1.91 -1.90
O 3.93 -2.50 -3.22
O 5.31 0.00 -2.77
H 6.27 -1.69 -2.07
H 5.36 -0.64 -0.83
H 3.27 -1.26 -1.68
H 3.89 -2.71 -1.20
H 3.95 -1.89 -3.97
H 5.64 -0.23 -3.64
C -3.48 0.81 -2.37
C -3.74 2.25 -1.82
O -3.30 2.42 -0.48
O -2.11 0.68 -2.83
H -4.11 0.79 -3.26
H -3.75 0.10 -1.59
H -4.78 2.48 -2.01
H -3.03 2.92 -2.31
H -2.56 1.85 -0.28
H -1.63 0.24 -2.13
C 0.05 -6.21 1.79
C -0.53 -5.11 0.89
C -1.79 -5.59 0.26
O -1.69 -6.77 -0.59
C -2.93 -7.18 -1.18
N -0.79 -4.01 1.78
H 1.07 -6.10 2.16
H -0.03 -7.20 1.33
H -0.58 -6.45 2.65
H -0.01 -4.78 -0.01
H -2.05 -4.78 -0.41
H -2.60 -5.65 0.99
H -2.66 -8.01 -1.84
H -3.35 -6.30 -1.66
H -3.64 -7.51 -0.42
H -0.03 -3.84 2.42
H -0.98 -3.13 1.34
C 0.60 5.62 1.09
C 0.48 5.92 -0.37
C 0.48 4.66 -1.34
O 1.63 3.87 -1.13
C 1.70 2.82 -1.99
N -0.59 6.83 -0.66
H -0.35 5.12 1.27
H 0.64 6.58 1.61
H 1.51 5.03 1.18
H 1.42 6.44 -0.54
H 0.29 5.00 -2.36
H -0.45 4.11 -1.21
H 2.72 2.48 -1.87
H 1.87 3.24 -2.98
H 1.05 1.96 -1.82
H -0.59 7.02 -1.65
H -1.46 6.37 -0.43
*
```

As for the expectation value of S²: 0.754. The value obtained for the HOMO-LUMO gap (alpha / beta) is 6.8 / 2.2 eV.

---

2.
The following is a DFT calculation (wB97M-V/def2-TZVPD) of a molecular structure, C15H44NO10Zn at a distorted geometry.

The geometry in ORCA input format:
```
! RIJCOSX wB97M-V def2-TZVPD def2/J DEFGRID3
* xyz 1 1
Zn 1.69 1.18 -3.24
O 1.12 0.07 0.44
C 0.63 -0.38 -0.71
O 0.94 0.32 -1.75
O -0.19 -1.29 -0.80
H 0.75 -0.49 1.14
C -5.00 -0.27 -0.11
C -4.10 0.95 -0.09
C -3.17 0.93 -1.30
O -4.78 2.20 -0.16
H -4.47 -1.18 -0.43
H -5.77 -0.18 -0.89
H -5.53 -0.47 0.81
H -3.61 0.88 0.88
H -2.27 0.31 -1.25
H -2.71 1.90 -1.51
H -3.70 0.67 -2.23
H -5.33 2.19 -0.95
C 5.02 -0.76 -3.13
C 4.04 -0.30 -2.08
C 4.58 -0.27 -0.67
O 3.55 1.07 -2.39
H 5.39 -1.76 -2.95
H 5.94 -0.16 -3.04
H 4.74 -0.66 -4.17
H 3.18 -0.98 -2.12
H 5.09 -1.19 -0.37
H 3.76 -0.17 0.05
H 5.28 0.54 -0.48
H 4.36 1.55 -2.61
C -1.31 0.45 2.81
C -0.23 1.17 3.61
C -0.45 2.66 3.74
O 0.68 3.36 4.17
C 1.56 3.81 3.16
N -0.09 0.55 4.96
H -2.20 0.33 3.43
H -0.92 -0.54 2.54
H -1.59 0.97 1.90
H 0.74 1.08 3.10
H -1.22 2.89 4.50
H -0.93 3.11 2.85
H 2.37 4.32 3.66
H 1.03 4.51 2.51
H 2.01 2.96 2.63
H -0.88 -0.06 5.13
H -0.04 1.30 5.63
C 2.07 -1.81 3.28
O 2.40 -0.75 4.17
H 2.36 -2.74 3.77
H 1.05 -1.91 2.90
H 2.75 -1.69 2.42
H 1.60 -0.22 4.35
C -2.08 -2.62 -3.68
O -1.20 -1.52 -3.46
H -2.77 -2.78 -2.85
H -2.72 -2.24 -4.48
H -1.63 -3.56 -3.99
H -0.69 -1.60 -2.63
C -0.67 -4.19 0.62
O -0.68 -2.95 1.30
H 0.33 -4.41 0.20
H -0.89 -5.00 1.32
H -1.34 -4.21 -0.24
H -0.68 -2.27 0.61
C -0.91 1.89 -4.82
O -0.12 0.93 -4.09
H -0.85 2.86 -4.33
H -0.58 1.89 -5.85
H -1.96 1.59 -4.84
H -0.71 0.16 -3.84
*
```

The value obtained for the HOMO-LUMO gap is 5.6 eV.

---

3.
The following is a DFT calculation (wB97M-V/def2-TZVPD) of a molecular structure, C15H45AlBNO14P3 at a distorted geometry.

The geometry in ORCA input format:
```
! RIJCOSX wB97M-V def2-TZVPD def2/J DEFGRID3
* xyz -1 1
C 4.64 2.02 -5.69
C 3.76 2.34 -4.48
C 2.27 2.50 -4.82
C 1.80 3.93 -5.13
O 0.57 4.20 -4.52
Al -0.92 4.17 -5.53
B -2.10 2.38 -5.11
O -2.40 1.48 -6.18
N -2.63 1.97 -3.83
C -2.47 0.56 -3.50
C -2.20 2.81 -2.71
H 4.68 2.86 -6.39
H 5.67 1.88 -5.35
H 4.31 1.11 -6.18
H 4.14 3.22 -3.95
H 3.85 1.49 -3.80
H 1.98 1.81 -5.62
H 1.70 2.20 -3.93
H 2.56 4.64 -4.75
H 1.75 4.08 -6.22
H -1.80 5.55 -5.35
H -0.46 4.14 -7.11
H -3.04 1.93 -6.73
H -3.06 0.29 -2.62
H -1.42 0.28 -3.30
H -2.84 -0.06 -4.32
H -2.38 3.85 -2.96
H -2.75 2.54 -1.80
H -1.13 2.72 -2.49
C -4.85 -0.14 2.62
O -3.52 0.01 3.15
P -2.34 0.35 2.13
O -1.05 0.14 2.81
O -2.66 1.89 1.85
C -2.20 2.87 2.78
O -2.37 -0.08 0.63
C -1.91 -1.40 0.27
H -5.52 -0.29 3.46
H -5.15 0.77 2.08
H -4.91 -1.00 1.95
H -1.42 2.47 3.42
H -3.04 3.21 3.40
H -1.81 3.71 2.21
H -2.20 -2.15 1.00
H -0.82 -1.38 0.17
H -2.35 -1.64 -0.69
C 8.65 -1.33 -0.16
O 7.60 -0.74 -0.95
P 6.68 -1.67 -1.86
O 5.90 -0.84 -2.78
O 5.81 -2.33 -0.67
C 4.72 -1.57 -0.14
O 7.06 -3.09 -2.46
C 7.68 -3.12 -3.76
H 9.09 -0.53 0.42
H 8.24 -2.09 0.51
H 9.42 -1.77 -0.80
H 4.43 -0.77 -0.82
H 5.01 -1.13 0.82
H 3.89 -2.25 0.01
H 8.39 -2.30 -3.90
H 6.91 -3.06 -4.52
H 8.21 -4.07 -3.84
C -6.08 -1.70 8.82
O -6.18 -2.57 7.68
P -4.85 -3.00 6.92
O -5.19 -3.61 5.64
O -4.26 -4.05 8.00
C -4.76 -5.38 7.98
O -3.57 -2.09 6.90
C -3.49 -1.07 5.87
H -7.08 -1.59 9.23
H -5.43 -2.14 9.58
H -5.70 -0.72 8.54
H -5.26 -5.61 7.04
H -5.47 -5.52 8.81
H -3.92 -6.05 8.12
H -4.46 -0.61 5.70
H -3.12 -1.52 4.96
H -2.79 -0.32 6.22
*
```

The value obtained for the HOMO-LUMO gap is 5.4 eV.